DFT (wB97M-V/def2-TZVPD) results for C35H42ClLaN3O4 as an isolated structure at a distorted geometry.

Last column: Mulliken charge in e.
Positions of all 86 atoms, in Å:
1 La -0.9703 -0.0049 -1.0108  1.24
2 Cl -3.2126 -0.2324 0.2108  -0.73
3 N 0.0396 2.1359 -1.9277  -0.33
4 N -0.1951 -2.3767 -1.5457  -0.09
5 C -1.0086 2.8723 -2.2783  0.75
6 C -0.9347 -3.2170 -2.2541  0.62
7 C 1.0050 3.0223 -1.1961  2.58
8 C 0.1568 4.2949 -1.0221  -0.92
9 C 2.2724 3.2127 -2.0318  -1.68
10 C 1.3835 2.4036 0.1443  -1.79
11 H 2.0172 3.3625 -3.0902  0.43
12 H 2.8937 2.3083 -1.9523  0.30
13 H 2.8696 4.0699 -1.6788  0.33
14 H 0.5363 2.4714 0.8439  0.03
15 H 2.2144 2.9596 0.6055  0.47
16 H 1.6725 1.3415 0.0473  -0.01
17 C 0.5880 -3.1915 -0.5583  1.73
18 C 0.3643 -4.6147 -1.0868  -0.71
19 C -0.0278 -3.0492 0.8325  -0.74
20 C 2.0349 -2.6976 -0.5593  -1.51
21 H 2.4185 -2.6948 -1.5913  0.47
22 H 2.6785 -3.3282 0.0716  0.31
23 H 2.0837 -1.6788 -0.1367  -0.02
24 H -1.0826 -3.3744 0.8213  0.45
25 H 0.0018 -2.0046 1.1760  -0.35
26 H 0.5502 -3.6542 1.5437  0.36
27 O -0.7491 -4.5066 -2.0267  -0.44
28 H 0.0831 -5.3320 -0.3041  0.30
29 H 1.2362 -5.0057 -1.6300  0.34
30 O -1.0390 4.1142 -1.8368  -0.48
31 H 0.6568 5.2152 -1.3335  0.29
32 H -0.1756 4.3779 0.0204  0.34
33 C -2.1734 2.3483 -3.0783  -1.61
34 C -2.0808 -2.7657 -3.1142  -1.71
35 C -1.8022 -1.4266 -3.7636  1.73
36 H -2.9172 -2.6582 -2.4005  0.35
37 H -2.3146 -3.5931 -3.8060  0.24
38 C -2.4226 -0.2118 -3.3350  -1.34
39 C -1.8517 1.0258 -3.7650  1.36
40 H -3.4511 -0.2169 -2.8661  0.19
41 C -1.1813 1.0415 -4.9947  0.54
42 C -0.8120 -0.1791 -5.5772  -1.32
43 C -0.7466 2.3291 -5.6547  -1.52
44 C -1.1223 -1.4106 -4.9849  0.53
45 H -0.1867 -0.1724 -6.4901  0.11
46 C -0.6171 -2.6837 -5.6241  -1.56
47 H -0.1895 -2.4965 -6.6184  0.41
48 H -1.4247 -3.4170 -5.7355  0.30
49 H 0.1764 -3.1415 -5.0160  0.23
50 H -1.5736 3.0450 -5.7233  0.31
51 H -0.3603 2.1590 -6.6691  0.42
52 H 0.0702 2.8014 -5.0909  0.14
53 H -2.4401 3.1696 -3.7703  0.37
54 H -3.0078 2.2137 -2.3618  0.27
55 C 3.7327 1.8614 3.4492  -1.63
56 C 3.0427 0.5220 3.4793  1.32
57 C 3.7280 -0.5937 2.9939  -1.08
58 C 3.1817 -1.8878 3.0291  -0.83
59 C 1.8978 -2.0364 3.5176  -0.88
60 C 1.1468 -0.9063 3.9113  0.08
61 N -0.1638 -1.2118 4.2724  0.18
62 C -1.3675 -0.5153 4.3520  -0.08
63 C -2.2324 -0.9472 5.3845  -0.51
64 C -3.3903 -0.2239 5.6732  -0.53
65 C -3.7104 0.8806 4.8668  -0.67
66 C -2.9005 1.2436 3.7743  -0.90
67 C -1.7224 0.5542 3.4828  0.60
68 C -0.9794 0.9568 2.2466  0.44
69 O -0.9713 2.1863 1.9843  -0.83
70 O -0.4068 0.0425 1.5069  -0.18
71 C 1.7414 0.3796 3.9931  1.24
72 C 1.0851 1.5731 4.6219  -1.70
73 H 3.1970 2.5791 2.8142  0.26
74 H 3.8092 2.2992 4.4514  0.36
75 H 4.7497 1.7682 3.0539  0.39
76 H 4.7391 -0.4553 2.6111  0.28
77 H 3.7379 -2.7648 2.6762  0.41
78 H 1.4349 -3.0308 3.5490  0.39
79 H -0.2966 -2.2051 4.4671  0.33
80 H -1.9650 -1.8216 5.9977  0.35
81 H -4.0716 -0.5486 6.4569  0.36
82 H -4.6152 1.4727 5.0608  0.34
83 H -3.1416 2.1103 3.1488  0.40
84 H 0.8542 2.3542 3.8808  0.19
85 H 0.1407 1.3618 5.1312  0.37
86 H 1.7831 2.0440 5.3353  0.55

Computed properties:
* energy above the lowest of the compared OMol25 structures with the same formula, charge and spin: 0.0 kJ/mol
* LUMO energy (spin up / spin down): 2.33 / 2.35 eV
* net charge: -1

DFT (wB97M-V/def2-TZVPD) results for C16H25Cl2NTc as an isolated structure at a distorted geometry.

Last column: Löwdin spin population.
Positions of all 45 atoms, in Å:
1 Tc -1.0023 0.1219 0.0286  2.02
2 Cl -0.6251 1.1083 -2.0310  0.15
3 Cl -1.0774 -0.6394 2.2218  0.09
4 C -2.4136 1.2728 0.3871  -0.13
5 H -3.1125 1.0125 1.2380  0.01
6 H -3.1133 1.6994 -0.3879  0.01
7 C -1.4720 -2.0562 -0.5497  0.53
8 C -2.4878 -1.1406 -0.4517  0.08
9 H -0.7995 -2.1458 0.3038  0.04
10 C -3.3205 -0.7856 -1.7124  0.02
11 H -3.2393 -1.3649 0.3394  0.04
12 C -3.7541 -2.0460 -2.4410  0.00
13 H -4.1797 -0.1786 -1.4152  0.00
14 H -2.7578 -0.1290 -2.3953  0.00
15 C -2.5774 -3.0301 -2.5186  0.02
16 H -4.5711 -2.4915 -1.8811  0.00
17 H -4.1400 -1.8178 -3.4351  0.00
18 C -1.9662 -3.2830 -1.1415  0.07
19 H -2.8993 -3.9995 -2.8986  0.00
20 H -1.7979 -2.6357 -3.1780  0.00
21 H -2.7759 -3.6441 -0.4812  0.03
22 H -1.1421 -3.9871 -1.1209  0.00
23 C 1.7251 3.1433 0.6886  0.00
24 N 2.1054 2.5324 1.9913  0.00
25 C 1.5748 3.3150 3.1423  0.00
26 C 1.7334 1.0608 2.1176  0.00
27 C 2.3129 0.3077 0.9634  0.00
28 C 3.7318 0.1815 0.9213  0.00
29 C 4.3363 -0.4416 -0.1745  0.00
30 C 3.5395 -0.9543 -1.2049  0.00
31 C 2.1275 -0.8318 -1.1210  0.00
32 C 1.5132 -0.2075 -0.0420  -0.01
33 H 0.6486 3.0137 0.5216  0.00
34 H 2.2928 2.6720 -0.1176  0.00
35 H 1.9753 4.2077 0.7447  0.00
36 H 3.1378 2.5436 2.0459  0.00
37 H 0.4802 3.3072 3.0938  0.00
38 H 1.9212 2.8378 4.0652  0.00
39 H 1.9598 4.3364 3.0678  0.00
40 H 2.1638 0.7456 3.0779  0.00
41 H 0.6447 0.9947 2.1991  0.00
42 H 4.3503 0.5876 1.7432  0.00
43 H 5.4289 -0.5233 -0.2147  0.00
44 H 4.0185 -1.4469 -2.0615  0.00
45 H 1.5027 -1.2218 -1.9270  0.00

Computed properties:
* ⟨S²⟩: 3.833
* LUMO energy (spin up / spin down): 0.01 / -0.68 eV
* spin multiplicity: 4
* net charge: 0

DFT (wB97M-V/def2-TZVPD) results for C21H42ClNa2O25 as an isolated structure at a distorted geometry.

Last column: Mulliken charge in e.
Positions of all 91 atoms, in Å:
1 Na -0.0438 -1.3446 3.1666  0.85
2 Na 0.8829 -0.0911 -4.0356  0.96
3 Cl 0.5139 -0.0053 0.0881  0.92
4 O 0.7735 0.0853 -1.2773  -0.40
5 O -0.0013 -1.3430 0.3077  -0.66
6 O 1.7762 0.2067 0.7307  -0.38
7 O -0.4264 0.9475 0.5364  -0.34
8 C 3.6078 0.5555 3.5192  -0.48
9 O 2.9902 1.8605 3.5451  -0.32
10 C 1.6434 1.8036 3.7876  0.91
11 O 0.9884 0.7771 3.9571  -0.60
12 O 1.0810 3.0212 3.8014  -0.34
13 C -0.2617 3.1754 4.1300  -0.80
14 H 3.5151 0.0893 2.5383  -0.04
15 H 3.2930 -0.1983 4.2409  0.29
16 H 4.6858 0.7166 3.5143  0.39
17 H -0.9805 3.2751 3.3168  0.22
18 H -0.1835 4.1449 4.6221  0.36
19 H -0.6664 2.5134 4.8956  0.34
20 C -3.9734 -2.1326 4.7286  -0.51
21 O -4.2388 -0.8062 4.3946  -0.35
22 C -3.4003 -0.1424 3.5604  0.73
23 O -2.4321 -0.6692 3.0028  -0.53
24 O -3.9299 1.1273 3.3417  -0.31
25 C -3.3245 1.8658 2.3391  0.18
26 H -2.8934 -2.2796 4.7419  0.19
27 H -4.3603 -2.6962 3.8796  0.28
28 H -4.4934 -2.4594 5.6291  0.23
29 H -2.3512 2.1630 2.7296  -0.27
30 H -3.9291 2.6275 1.8469  0.37
31 H -3.0021 1.2790 1.4790  0.06
32 C -3.2401 1.0449 -1.9836  -0.23
33 O -4.3030 1.7598 -2.4981  -0.31
34 C -5.0090 2.5760 -1.7404  0.70
35 O -4.8962 2.7256 -0.5517  -0.53
36 O -5.7118 3.3924 -2.5690  -0.36
37 C -6.2683 4.6596 -2.0566  -0.63
38 H -3.6635 0.2690 -1.3457  0.37
39 H -2.6077 1.5777 -1.2735  0.25
40 H -2.6394 0.5307 -2.7339  -0.08
41 H -7.1951 4.5318 -1.4972  0.29
42 H -6.4616 5.2757 -2.9348  0.23
43 H -5.5533 5.1158 -1.3719  0.31
44 C -1.0007 -3.2468 -2.0252  -0.42
45 O -2.1621 -2.7962 -2.6634  -0.35
46 C -2.0867 -1.9583 -3.7176  0.82
47 O -1.1367 -1.3483 -4.1222  -0.58
48 O -3.2596 -1.8933 -4.3239  -0.33
49 C -3.3455 -1.1618 -5.5144  -0.71
50 H -0.7426 -4.2335 -2.4098  0.34
51 H -1.1634 -3.3154 -0.9496  0.21
52 H -0.1826 -2.5452 -2.1883  0.13
53 H -4.3773 -1.1688 -5.8659  0.28
54 H -2.6699 -1.3833 -6.3406  0.30
55 H -3.2159 -0.0975 -5.3178  0.28
56 C 2.7634 4.6172 -3.8956  -0.66
57 O 2.0809 4.6909 -2.6557  -0.33
58 C 2.5578 4.1778 -1.5693  0.86
59 O 3.7362 3.8550 -1.3354  -0.62
60 O 1.5357 4.1654 -0.6336  -0.30
61 C 1.8650 3.6591 0.6769  -0.37
62 H 3.8528 4.6050 -3.8605  0.34
63 H 2.6147 5.5023 -4.5142  0.29
64 H 2.4518 3.7497 -4.4773  0.20
65 H 2.3412 4.3947 1.3251  0.42
66 H 2.5560 2.8176 0.6253  0.23
67 H 0.9435 3.3136 1.1454  -0.05
68 C 3.1871 -2.8303 0.8404  -0.23
69 O 3.2074 -3.7989 1.9323  -0.34
70 C 2.8237 -3.4292 3.1899  0.74
71 O 2.2475 -2.3840 3.5660  -0.51
72 O 3.1427 -4.4595 3.9681  -0.35
73 C 2.7495 -4.4240 5.3794  -0.64
74 H 3.5409 -1.8432 1.1379  0.12
75 H 2.3195 -2.8790 0.1824  0.10
76 H 4.0900 -3.1241 0.3052  0.32
77 H 3.6374 -3.9976 5.8463  0.30
78 H 2.4944 -5.4196 5.7423  0.27
79 H 1.8847 -3.8323 5.6795  0.27
80 C 2.2323 -4.9559 -3.7185  -0.73
81 O 2.9969 -4.0147 -2.9236  -0.31
82 C 2.9742 -2.7178 -3.0621  0.91
83 O 2.3199 -2.1182 -3.8972  -0.62
84 O 3.9389 -2.1531 -2.2791  -0.29
85 C 4.1344 -0.7238 -2.3823  -0.59
86 H 1.9545 -5.9049 -3.2600  0.32
87 H 2.8629 -5.2618 -4.5534  0.31
88 H 1.2681 -4.6450 -4.1207  0.29
89 H 4.8572 -0.3819 -1.6416  0.29
90 H 3.2467 -0.1004 -2.4894  0.05
91 H 4.6231 -0.5265 -3.3365  0.41

Computed properties:
* energy above the lowest of the compared OMol25 structures with the same formula, charge and spin: 263.8 kJ/mol
* LUMO energy: -2.83 eV
* net charge: +1

DFT (wB97M-V/def2-TZVPD) results for a 2-piece molecular cluster, CH5NOS overall at a distorted geometry.

Last column: Mulliken charge in e.
Positions of all 9 atoms, in Å:
1 C 0.0027 0.9498 -0.6102  -0.77
2 N 0.7783 -1.6947 0.0107  -0.63
3 O -2.3522 0.1055 1.2629  -0.26
4 S 0.0997 -0.4525 0.6339  0.33
5 H -0.5067 1.7506 -0.0996  0.33
6 H 1.0931 1.2686 -0.7871  0.31
7 H -0.5676 0.5997 -1.3966  0.26
8 H 0.2089 -2.4926 -0.1970  0.26
9 H 1.2437 -0.0344 1.1829  0.17

Computed properties:
* energy above the lowest of the compared OMol25 structures with the same formula, charge and spin: 753.2 kJ/mol
* LUMO energy (spin up / spin down): -2.40 / -1.71 eV
* net charge: 0